# C2H3F2I

2 unconnected molecules or ions with the total composition C2H3F2I in a non-equilibrium geometry (wB97M-V/def2-TZVPD, the Open Molecules 2025 dataset).

Each line ends with the Mulliken charge.
Cartesian coordinates (Å):
C  -0.82  -0.35  0.39  -0.238
C  -0.99  0.61  -0.53  -0.020
F  -0.11  -1.41  -0.03  -0.219
F  -1.53  1.75  -0.10  -0.233
I  2.92  0.04  -0.49  0.056
H  -1.14  -0.53  1.43  0.327
H  2.43  -0.78  0.91  -0.047
H  -0.77  0.67  -1.59  0.375

Results
**2S+1**: 3
**Net charge**: 0
**Orbital gap (spin up / spin down)**: 0.225 / 0.226 Ha


# C34H26F32NO8P

5 unconnected molecules or ions with the total composition C34H26F32NO8P in a non-equilibrium geometry (wB97M-V/def2-TZVPD, the Open Molecules 2025 dataset).

Each line ends with the Mulliken charge.
Cartesian coordinates (Å):
N  -0.92  3.38  -0.13  -0.652
P  -1.88  4.21  0.84  0.739
O  -0.99  5.25  1.80  -0.544
O  -2.93  5.16  0.00  -0.528
C  -2.75  2.93  1.88  0.666
C  -2.63  2.93  3.35  -0.646
C  -3.35  1.92  4.11  -0.344
C  -4.15  0.86  3.48  -0.926
C  -4.24  0.82  2.04  0.492
C  -3.54  1.87  1.26  0.230
C  -3.68  1.77  -0.29  -0.056
O  -3.88  2.71  -1.02  -0.506
C  -3.60  0.32  -0.85  0.536
C  -2.85  0.08  -2.07  -0.588
C  -2.80  -1.32  -2.55  -0.318
C  -3.51  -2.35  -1.81  -0.595
C  -4.27  -2.08  -0.57  -0.825
C  -4.30  -0.72  -0.08  0.572
C  -5.02  -0.28  1.23  0.125
O  -6.05  -0.76  1.61  -0.526
H  0.05  3.66  0.05  0.123
H  -0.06  5.19  1.55  0.310
H  -2.80  4.88  -0.93  0.402
H  -2.02  3.69  3.89  0.487
H  -3.24  1.94  5.22  0.256
H  -4.67  0.10  4.12  0.407
H  -2.34  0.93  -2.57  0.513
H  -2.20  -1.50  -3.46  0.348
H  -3.42  -3.39  -2.20  0.362
H  -4.78  -2.91  -0.04  0.408
F  -1.87  0.16  8.59  -0.211
C  -2.67  1.24  8.61  0.094
F  -3.63  1.03  7.68  -0.253
C  -1.91  2.53  8.29  0.919
F  -1.43  2.51  7.02  -0.216
F  -2.82  3.55  8.33  -0.346
C  -0.78  2.91  9.26  -0.738
O  0.55  2.57  8.87  -0.409
C  1.01  1.27  9.14  0.750
F  0.14  0.65  9.97  -0.276
F  2.15  1.42  9.84  -0.297
C  1.29  0.47  7.87  0.224
F  0.20  0.38  7.09  -0.218
F  1.66  -0.80  8.18  -0.266
H  -3.15  1.30  9.59  0.295
H  -0.76  4.00  9.29  0.398
H  -0.99  2.61  10.28  0.349
H  2.09  0.93  7.29  0.231
F  -2.60  -0.27  -7.08  -0.172
C  -2.70  0.29  -8.30  0.077
F  -3.29  -0.63  -9.10  -0.284
C  -1.35  0.70  -8.88  0.897
F  -0.57  -0.39  -9.10  -0.268
F  -1.58  1.24  -10.11  -0.334
C  -0.54  1.74  -8.08  -0.724
O  0.48  1.25  -7.21  -0.365
C  0.10  0.82  -5.93  0.691
F  -1.16  1.20  -5.68  -0.268
F  0.88  1.51  -5.06  -0.274
C  0.33  -0.68  -5.72  0.672
F  -0.35  -1.41  -6.63  -0.251
F  -0.11  -1.06  -4.49  -0.175
H  -3.37  1.16  -8.23  0.277
H  0.00  2.32  -8.81  0.413
H  -1.19  2.46  -7.57  0.306
H  1.39  -0.93  -5.80  -0.194
F  4.17  0.41  -4.13  -0.181
C  5.17  0.83  -3.33  0.132
F  5.75  1.88  -3.96  -0.292
C  6.21  -0.27  -3.08  0.722
F  6.84  -0.61  -4.22  -0.286
F  7.17  0.27  -2.27  -0.328
C  5.70  -1.54  -2.37  -0.419
O  5.38  -2.66  -3.20  -0.380
C  4.12  -2.70  -3.79  0.738
F  3.34  -1.75  -3.24  -0.210
F  3.58  -3.89  -3.43  -0.312
C  4.17  -2.61  -5.32  0.107
F  4.79  -1.49  -5.73  -0.213
F  2.92  -2.58  -5.83  -0.219
H  4.74  1.19  -2.39  0.280
H  6.53  -1.90  -1.76  0.446
H  4.90  -1.33  -1.66  0.166
H  4.71  -3.46  -5.74  0.257
F  2.75  -2.40  -0.06  -0.285
C  1.63  -2.75  -0.73  0.064
F  1.36  -1.74  -1.58  -0.200
C  0.44  -2.99  0.21  1.104
F  0.09  -1.85  0.84  -0.295
F  -0.63  -3.33  -0.57  -0.303
C  0.60  -4.12  1.24  -0.908
O  0.99  -3.74  2.57  -0.394
C  2.35  -3.56  2.83  0.733
F  3.08  -4.03  1.80  -0.266
F  2.64  -4.35  3.88  -0.294
C  2.69  -2.11  3.18  0.262
F  2.33  -1.26  2.20  -0.184
F  4.03  -1.97  3.36  -0.264
H  1.84  -3.64  -1.33  0.267
H  -0.39  -4.55  1.38  0.451
H  1.21  -4.94  0.86  0.337
H  2.18  -1.81  4.10  0.187

Results
**Net charge**: 0
**SMILES string**: N=P(O)(O)c1cccc2c1C(=O)c1ccccc1C2=O.FC(F)C(F)(F)COC(F)(F)C(F)F.FC(F)C(F)(F)COC(F)(F)C(F)F.FC(F)C(F)(F)COC(F)(F)C(F)F.FC(F)C(F)(F)COC(F)(F)C(F)F
**Orbital gap**: 0.301 Ha


# C11H8BF4MnN6O3Se

A molecular structure, C11H8BF4MnN6O3Se in a non-equilibrium geometry (wB97M-V/def2-TZVPD, the Open Molecules 2025 dataset).

Each line ends with the Mulliken charge.
Cartesian coordinates (Å):
Mn  -0.33  1.27  -0.14  1.104
F  0.59  2.84  -1.04  -0.397
B  0.74  3.84  0.08  0.420
F  0.45  5.07  -0.32  -0.277
F  2.01  3.67  0.56  -0.333
F  -0.19  3.28  0.99  -0.333
Se  3.00  1.48  1.70  0.464
N  3.95  0.12  1.19  -0.772
C  3.20  -0.74  0.51  0.474
C  3.57  -1.93  -0.14  -0.495
C  2.58  -2.60  -0.82  -0.762
C  1.26  -2.13  -0.85  -0.256
N  0.87  -1.03  -0.23  0.011
C  1.83  -0.34  0.40  0.892
N  1.53  0.83  0.98  -0.187
H  4.58  -2.29  -0.09  0.479
H  2.81  -3.52  -1.35  0.393
H  0.50  -2.67  -1.38  0.394
N  -1.97  -1.63  0.75  -0.355
C  -1.88  -0.57  1.60  0.802
O  -1.33  0.50  1.19  -0.433
C  -2.40  -0.68  2.91  0.301
C  -2.89  -1.90  3.38  -0.189
N  -3.27  -2.92  3.75  -0.525
C  -2.41  0.40  3.80  0.050
N  -2.44  1.26  4.56  -0.562
H  -2.28  -2.53  1.08  0.253
H  -1.50  -1.54  -0.13  0.077
C  -1.83  0.56  -3.86  -1.133
C  -1.09  0.72  -2.56  1.113
O  0.13  0.52  -2.46  -0.548
O  -1.76  1.03  -1.52  -0.649
H  -1.44  -0.28  -4.42  0.340
H  -1.69  1.46  -4.46  0.307
H  -2.89  0.44  -3.65  0.332

Results
**2S+1**: 5
**Net charge**: 0
**Orbital gap (spin up / spin down)**: 0.177 / 0.211 Ha